{
  "formula": "C5H13N3O",
  "method": "ωB97M-V/def2-TZVPD",
  "elements": ["C", "C", "C", "C", "N", "O", "H", "H", "H", "H", "H", "H", "H", "H", "H", "N", "C", "N", "H", "H", "H", "H"],
  "xyz": [[0.55717, -1.56978, -1.15544], [1.69499, 1.20082, -0.53815], [0.37188, -0.85980, 0.15271], [0.94171, 0.35461, 0.44735], [0.87658, 0.84873, 1.75229], [0.10627, -1.70928, 1.23341], [-0.52730, -2.36753, 0.92470], [1.68064, 1.37714, 2.06227], [0.56405, 0.14780, 2.41199], [0.94748, -0.92041, -1.93270], [-0.41241, -1.93597, -1.50067], [1.21635, -2.43129, -1.04284], [2.68210, 0.77771, -0.72932], [1.17082, 1.26728, -1.48859], [1.81896, 2.20549, -0.13900], [-1.62768, 1.34888, 0.19766], [-2.00179, -0.01496, 0.18956], [-2.61913, -0.63594, -0.74123], [-1.49765, 1.77639, -0.70958], [-1.30548, 1.74816, 1.06840], [-2.47475, -0.22388, -1.66375], [-2.16282, -0.38419, 1.20092]],
  "charge": 0,
  "e_above_lowest_kcal_mol": 52.0,
  "e_tot_ha": -437.7713,
  "smiles": "C/C(N)=C(\\C)O.[H]/N=C\\N",
  "homo_lumo_gap_ev": 8.192
}